Entry 1:
Entry from OMol25: a molecular structure, C48H45Cl2N2O7PtS3Si (ωB97M-V/def2-TZVPD).

Output
Total charge: +1
Kohn-Sham gap (eV): 6.29
Relative energy (zero: lowest compared OMol25 entry of this formula, charge and spin) (kcal/mol): 24.14

XYZ file:
```
109
Properties=species:S:1:pos:R:3:lowdin_charge:R:1
Pt 0.315 -1.784 0.161 1.594
C -1.441 3.492 5.241 -0.033
C -1.153 2.103 4.744 -0.248
C -0.383 1.225 5.503 -0.028
C -0.145 -0.068 5.069 -0.047
C -0.683 -0.482 3.860 -0.284
C -1.432 0.381 3.069 -0.052
C -1.672 1.662 3.526 -0.024
S -0.347 -2.109 3.291 0.642
O -1.470 -2.629 2.580 -0.285
O 0.254 -2.869 4.338 -0.246
N 0.785 -1.798 2.109 -0.200
C 2.121 -1.999 2.043 -0.411
C 3.029 -2.217 3.074 0.025
C 4.349 -2.387 2.723 -0.012
C 4.734 -2.352 1.378 -0.027
C 3.774 -2.129 0.424 -0.073
N 2.497 -1.930 0.768 0.056
H -0.676 3.821 5.943 0.082
H -2.401 3.510 5.762 0.092
H -1.494 4.201 4.415 0.081
H 0.022 1.556 6.452 0.123
H 0.433 -0.767 5.660 0.118
H -1.811 0.043 2.113 0.086
H -2.286 2.337 2.940 0.118
H 2.679 -2.280 4.093 0.119
H 5.093 -2.548 3.492 0.124
H 5.762 -2.499 1.083 0.117
H 4.016 -2.090 -0.628 0.115
O -0.067 -1.578 -2.005 -0.612
S 0.337 -0.364 -2.863 1.079
C -1.205 0.569 -3.202 -0.256
C -2.066 0.704 -1.950 -0.217
C -3.351 -0.123 -2.027 -0.189
C -3.130 -1.636 -2.072 -0.279
S -2.851 -2.393 -0.448 1.137
O -1.808 -1.452 0.210 -0.594
C -4.372 -1.860 0.343 -0.359
C -5.597 -2.120 -0.258 -0.077
C -6.756 -1.683 0.361 -0.058
C -6.692 -1.027 1.585 -0.061
C -5.467 -0.823 2.201 -0.046
C -4.299 -1.245 1.582 -0.059
C 0.463 -1.088 -4.493 -0.374
C 1.111 -0.370 -5.488 -0.072
C 1.159 -0.898 -6.770 -0.060
C 0.562 -2.121 -7.041 -0.061
C -0.074 -2.834 -6.031 -0.053
C -0.122 -2.320 -4.744 -0.063
H -1.732 0.076 -4.019 0.104
H -0.850 1.539 -3.557 0.089
H -2.331 1.752 -1.808 0.117
H -1.486 0.400 -1.083 0.064
H -3.907 0.165 -2.923 0.127
H -3.976 0.129 -1.168 0.114
H -2.233 -1.909 -2.627 0.063
H -3.981 -2.164 -2.503 0.097
H -5.658 -2.649 -1.201 0.112
H -7.714 -1.858 -0.111 0.114
H -7.602 -0.688 2.061 0.112
H -5.418 -0.340 3.167 0.114
H -3.336 -1.106 2.049 0.067
H 1.564 0.588 -5.254 0.118
H 1.663 -0.353 -7.558 0.113
H 0.605 -2.528 -8.043 0.112
H -0.536 -3.788 -6.247 0.114
H -0.593 -2.866 -3.936 0.106
O 0.487 0.200 0.029 -0.442
Si 1.496 1.463 -0.082 0.501
C 0.369 2.854 -0.711 -0.225
C -0.643 3.310 0.138 -0.087
C -1.530 4.291 -0.287 -0.078
C -1.411 4.826 -1.565 -0.083
C -0.403 4.390 -2.413 -0.082
C 0.483 3.401 -1.991 -0.105
C 2.130 2.168 1.547 -0.213
C 2.585 3.489 1.604 -0.089
C 3.084 4.017 2.787 -0.073
C 3.112 3.238 3.938 -0.080
C 2.645 1.934 3.901 -0.083
C 2.154 1.402 2.714 -0.083
C 2.938 1.278 -1.284 -0.226
C 3.214 0.047 -1.887 -0.175
C 4.210 -0.074 -2.848 -0.084
C 4.955 1.035 -3.220 -0.078
C 4.713 2.261 -2.614 -0.068
C 3.715 2.377 -1.654 -0.088
H -0.729 2.894 1.137 0.090
H -2.302 4.651 0.383 0.104
H -2.104 5.589 -1.898 0.105
H -0.294 4.830 -3.398 0.105
H 1.273 3.064 -2.655 0.097
H 2.539 4.116 0.719 0.099
H 3.444 5.039 2.809 0.106
H 3.497 3.654 4.861 0.105
H 2.659 1.326 4.798 0.101
H 1.782 0.385 2.691 0.067
H 2.635 -0.823 -1.599 0.046
H 4.406 -1.037 -3.310 0.110
H 5.715 0.953 -3.987 0.107
H 5.299 3.129 -2.889 0.108
H 3.541 3.342 -1.190 0.100
Cl 1.631 -6.337 0.731 0.623
C 0.003 -6.047 0.111 -0.988
Cl -1.206 -6.313 1.380 0.641
C -0.197 -4.593 -0.379 -0.721
O -1.220 -4.333 -0.968 -0.036
O 0.787 -3.781 -0.105 -0.205
H -0.189 -6.742 -0.697 0.070
```

Entry 2:
Entry from OMol25: a molecular structure, C48H45IIrN5O5S2 (ωB97M-V/def2-TZVPD).

Output
<S²>: 0.78
Total charge: -1
Kohn-Sham gap (spin up / spin down) (eV): 4.95 / 6.08
2S+1: 2
Relative energy (zero: lowest compared OMol25 entry of this formula, charge and spin) (kcal/mol): 39.50

XYZ file:
```
107
Properties=species:S:1:pos:R:3:lowdin_spin:R:1
Ir 0.497 0.655 1.242 0.021
O -3.388 2.165 1.049 0.000
C -2.169 2.217 1.176 0.000
O -1.450 1.148 1.081 0.008
C -1.515 3.570 1.344 0.001
C -2.349 4.665 1.098 0.000
C -1.903 5.967 1.196 0.000
C -0.580 6.195 1.571 0.000
C 0.259 5.133 1.819 0.000
C -0.180 3.799 1.706 0.001
S 1.057 2.633 2.108 0.004
H -3.373 4.441 0.826 0.000
H -2.573 6.794 0.994 0.000
H -0.202 7.208 1.659 0.000
H 1.291 5.311 2.096 0.000
C 2.656 1.194 -5.278 0.000
C 1.303 0.582 -5.506 0.000
C 0.884 0.206 -6.775 0.000
C -0.360 -0.371 -6.991 0.000
C -1.218 -0.556 -5.920 0.000
C -0.836 -0.168 -4.645 0.000
C 0.428 0.380 -4.427 0.000
N 0.855 0.797 -3.156 0.000
C 0.534 0.274 -1.904 0.001
N 0.149 -1.042 -2.008 0.001
C 0.142 -2.236 -1.226 0.002
C -0.450 -2.346 0.022 0.010
C -0.501 -3.552 0.695 0.005
C 0.031 -4.682 0.101 0.001
C 0.618 -4.590 -1.151 0.002
C 0.687 -3.376 -1.824 0.001
C 1.346 -3.300 -3.177 0.000
N 0.626 1.054 -0.872 0.002
C 0.946 2.426 -1.153 0.000
C 2.229 2.880 -0.878 0.000
C 2.548 4.217 -1.071 0.000
C 1.578 5.096 -1.525 0.000
C 0.301 4.631 -1.805 0.000
C -0.039 3.293 -1.642 0.000
C -1.415 2.803 -1.998 0.000
H 3.267 1.121 -6.176 0.000
H 3.180 0.697 -4.459 0.000
H 2.581 2.254 -5.015 0.000
H 1.558 0.361 -7.609 0.000
H -0.656 -0.666 -7.989 0.000
H -2.200 -0.986 -6.070 0.000
H -1.526 -0.269 -3.817 0.000
H 1.367 1.664 -3.113 0.000
H 0.250 -1.314 -2.972 0.000
H -0.949 -3.578 1.680 0.001
H -0.005 -5.632 0.619 0.000
H 1.042 -5.471 -1.619 0.000
H 1.811 -4.254 -3.421 0.000
H 2.123 -2.531 -3.202 0.000
H 0.634 -3.077 -3.979 0.000
H 2.945 2.185 -0.459 0.000
H 3.544 4.570 -0.834 0.000
H 1.808 6.148 -1.647 0.000
H -0.461 5.320 -2.151 0.000
H -2.099 3.643 -2.108 0.000
H -1.818 2.128 -1.247 0.000
H -1.397 2.257 -2.947 0.000
C -0.070 -1.458 6.578 0.004
C -0.931 -0.367 5.949 0.008
N -1.734 -0.823 4.829 0.101
C -3.036 -1.409 5.116 0.007
C -3.074 -2.929 4.989 0.004
C -1.289 -0.790 3.525 0.134
S 0.399 -0.358 3.289 0.036
N -2.181 -1.133 2.629 0.031
C -2.120 -1.304 1.329 0.304
O -0.930 -1.193 0.571 0.041
C -3.301 -1.559 0.550 0.018
C -3.294 -1.495 -0.854 0.073
C -4.441 -1.768 -1.579 -0.004
C -5.626 -2.105 -0.936 0.089
C -5.650 -2.148 0.456 -0.004
C -4.512 -1.877 1.190 0.071
H 0.517 -1.048 7.404 0.000
H 0.618 -1.867 5.839 0.000
H -0.683 -2.272 6.970 0.000
H -0.297 0.448 5.605 0.001
H -1.617 0.042 6.695 0.001
H -3.774 -0.969 4.443 0.003
H -3.296 -1.114 6.134 0.000
H -2.812 -3.228 3.975 0.001
H -4.078 -3.301 5.205 0.000
H -2.376 -3.402 5.682 0.000
H -2.392 -1.195 -1.369 0.006
H -4.414 -1.705 -2.661 -0.003
H -6.520 -2.320 -1.508 0.006
H -6.571 -2.389 0.972 -0.003
H -4.532 -1.902 2.271 0.005
I 8.924 -2.581 1.818 0.000
C 6.930 -2.014 1.557 0.000
C 6.058 -2.876 0.908 0.000
C 4.739 -2.488 0.728 0.000
C 4.299 -1.254 1.188 0.000
C 5.183 -0.407 1.843 0.000
C 6.505 -0.782 2.031 0.000
C 2.865 -0.864 0.973 0.001
O 2.533 0.307 1.389 0.001
O 2.077 -1.635 0.425 0.003
H 6.401 -3.838 0.552 0.000
H 4.025 -3.137 0.236 0.000
H 4.819 0.545 2.206 0.000
H 7.194 -0.125 2.544 0.000
```

Entry 3:
Entry from OMol25: 7 unconnected molecules or ions with the total composition C48H46BrN7O16S (ωB97M-V/def2-TZVPD).

Output
Total charge: 0
Kohn-Sham gap (eV): 6.85

XYZ file:
```
119
Properties=species:S:1:pos:R:3:lowdin_charge:R:1
C 7.148 0.740 -0.060 -0.147
C 7.340 1.436 -1.532 -0.247
C 5.955 1.944 -2.247 -0.642
Br 4.407 0.709 -1.953 0.696
O 5.512 3.299 -1.829 -0.360
S 4.185 2.950 -0.761 0.845
O 4.635 3.578 0.610 -0.450
O 2.736 3.651 -1.323 -0.375
C 1.709 3.738 -0.273 -0.236
C 1.044 2.307 0.171 -0.087
C -0.131 1.747 -0.827 -0.248
O -0.478 2.415 -1.957 -0.031
N -0.832 0.410 -0.506 0.018
C 0.347 -0.585 -0.475 -0.175
C 0.940 -1.074 -1.923 -0.007
C 2.224 -2.094 -1.919 -0.094
C 2.901 -2.610 -0.511 -0.068
C 2.257 -2.086 0.926 -0.054
C 0.950 -1.048 1.008 -0.010
H 6.684 1.500 0.701 0.077
H 8.232 0.457 0.350 0.088
H 6.532 -0.275 -0.109 0.070
H 7.812 0.601 -2.238 0.122
H 8.058 2.355 -1.426 0.124
H 6.162 1.966 -3.411 0.114
H 2.112 4.254 0.705 0.126
H 0.853 4.462 -0.683 0.152
H 1.921 1.556 0.374 0.113
H 0.524 2.488 1.230 0.140
H -1.132 0.486 0.512 0.064
H 0.494 -0.691 -2.943 0.109
H 2.655 -2.445 -2.949 0.083
H 3.842 -3.315 -0.538 0.088
H 2.759 -2.431 1.930 0.076
H 0.495 -0.652 2.022 0.091
C 1.831 -5.604 -7.874 -0.069
C 0.850 -5.984 -6.957 -0.059
C 1.165 -6.097 -5.602 0.005
C 2.471 -5.822 -5.173 -0.144
C 3.460 -5.448 -6.093 -0.003
C 3.133 -5.341 -7.446 -0.069
N 2.802 -5.915 -3.746 -0.327
O 1.905 -6.267 -2.967 0.058
O 3.959 -5.632 -3.402 0.049
H 1.579 -5.511 -8.929 0.109
H -0.163 -6.188 -7.299 0.098
H 0.389 -6.394 -4.900 0.112
H 4.479 -5.237 -5.774 0.118
H 3.893 -5.048 -8.167 0.108
C -6.707 -2.282 1.894 -0.067
C -6.935 -0.905 1.896 -0.062
C -5.859 -0.018 1.973 0.004
C -4.553 -0.524 2.042 -0.135
C -4.323 -1.906 2.047 0.007
C -5.407 -2.783 1.973 -0.061
N -3.417 0.403 2.096 -0.294
O -3.663 1.618 2.109 0.059
O -2.277 -0.082 2.123 0.028
H -7.549 -2.970 1.828 0.110
H -7.951 -0.522 1.835 0.111
H -6.053 1.052 1.973 0.118
H -3.315 -2.312 2.106 0.122
H -5.238 -3.858 1.974 0.111
C -2.520 4.565 3.555 -0.067
C -1.777 5.359 4.429 -0.064
C -2.381 5.907 5.563 -0.001
C -3.735 5.648 5.814 -0.145
C -4.486 4.857 4.934 0.003
C -3.871 4.317 3.802 -0.067
N -4.370 6.199 7.017 -0.326
O -3.678 6.910 7.761 0.059
O -5.560 5.920 7.222 0.051
H -2.043 4.136 2.676 0.103
H -0.724 5.550 4.229 0.108
H -1.788 6.524 6.234 0.119
H -5.539 4.651 5.114 0.118
H -4.444 3.699 3.115 0.091
C -2.728 -11.212 -4.327 -0.072
C -2.925 -11.171 -5.708 -0.067
C -2.949 -9.945 -6.375 -0.001
C -2.768 -8.761 -5.647 -0.144
C -2.578 -8.799 -4.259 0.000
C -2.559 -10.031 -3.602 -0.065
N -2.767 -7.470 -6.346 -0.325
O -2.958 -7.477 -7.571 0.059
O -2.571 -6.449 -5.673 0.054
H -2.704 -12.171 -3.812 0.108
H -3.058 -12.096 -6.265 0.109
H -3.104 -9.930 -7.452 0.119
H -2.441 -7.887 -3.681 0.120
H -2.408 -10.071 -2.526 0.110
C -8.423 6.207 9.652 -0.071
C -8.216 5.182 10.577 -0.064
C -9.115 4.117 10.654 -0.002
C -10.220 4.085 9.792 -0.146
C -10.434 5.116 8.868 -0.003
C -9.530 6.178 8.802 -0.066
N -11.155 2.955 9.851 -0.328
O -10.941 2.072 10.695 0.058
O -12.101 2.946 9.051 0.057
H -7.716 7.033 9.592 0.110
H -7.351 5.213 11.237 0.109
H -8.940 3.326 11.380 0.118
H -11.290 5.106 8.197 0.118
H -9.686 6.981 8.086 0.108
C 12.028 5.637 -4.118 -0.072
C 12.235 4.613 -3.193 -0.066
C 11.336 3.547 -3.116 0.002
C 10.230 3.515 -3.977 -0.137
C 10.016 4.546 -4.902 0.003
C 10.921 5.608 -4.967 -0.065
N 9.296 2.385 -3.919 -0.302
O 9.509 1.502 -3.074 0.016
O 8.349 2.376 -4.719 0.065
H 12.735 6.463 -4.178 0.109
H 13.099 4.643 -2.533 0.109
H 11.511 2.757 -2.389 0.120
H 9.160 4.536 -5.573 0.120
H 10.765 6.412 -5.684 0.110
```

M in g/mol, matching the order above: 1152.17; 1155.17; 1088.90